[1]
This record from the OMol25 dataset describes a 2-piece molecular cluster, C5H9FO2S overall at a distorted geometry. The level of theory is ωB97M-V with the def2-TZVPD basis set.

molecular weight = 152.19 g mol⁻¹
highest occupied orbital energy = -9.5 eV
HOMO-LUMO gap = 0.374 hartree
ΔE to the lowest compared entry with this formula, charge and spin = 0.0 kcal/mol
charge = 0
E_LUMO = 0.678 eV

Atoms and positions in Å:
C -0.59168 -1.52686 0.23486
C 0.44163 -2.24105 0.51788
C 0.73307 -0.85293 0.12068
C 1.04413 0.29932 1.13891
C 1.29065 -0.52817 -1.27667
O -1.26216 2.77705 -1.08287
O -2.07127 1.53884 0.86316
F -2.99683 0.94528 -1.33057
S -1.51325 1.42492 -0.67719
H -2.04829 2.41000 1.10913
H -1.67004 -1.34940 0.07587
H 0.90128 -3.13525 0.93067
H 0.12592 0.85827 1.36402
H 1.72748 0.98525 0.59406
H 1.40730 -0.10637 2.12448
H 0.54878 -0.38531 -1.99069
H 1.97968 -1.41742 -1.48177
H 1.95360 0.30383 -1.23396

The net atomic charges from natural (NBO), expressed in e, are: number 1, C, carries -0.185; number 2, C, carries -0.181; number 3, C, carries -0.088; number 4, C, carries -0.640; number 5, C, carries -0.627; number 6, O, carries -0.888; number 7, O, carries -0.868; number 8, F, carries -0.527; number 9, S, carries 1.805; number 10, H, carries 0.495; number 11, H, carries 0.230; number 12, H, carries 0.226; number 13, H, carries 0.203; number 14, H, carries 0.209; number 15, H, carries 0.218; number 16, H, carries 0.205; number 17, H, carries 0.211; number 18, H, carries 0.205



[2]
This record from the OMol25 dataset describes C5H9FO5PS as an isolated structure at a distorted geometry. The level of theory is ωB97M-V with the def2-TZVPD basis set.

molecular weight = 231.16 g mol⁻¹
highest occupied orbital energy = -5.4 eV
HOMO-LUMO gap = 0.317 hartree
ΔE to the lowest compared entry with this formula, charge and spin = 0.0 kcal/mol
charge = -1
E_LUMO = 3.198 eV

Atoms and positions in Å:
C 0.49008 -1.04360 1.02857
C 0.86278 1.78684 -0.24772
C -1.20547 1.07965 -1.39069
C -0.27302 0.80778 -0.21761
C 0.34330 -2.51441 1.01152
O -1.71234 -4.10983 1.59025
O 0.74535 -0.44678 2.06630
O -0.97647 -2.70356 3.39756
O -2.31449 -1.71943 1.58621
O 0.15023 -0.55146 -0.19349
F 0.35148 -3.22536 -0.12109
P 1.30321 -3.21567 2.48893
S -1.40001 -2.74441 1.98738
H 0.38078 2.72930 -0.01136
H 1.42539 1.72436 0.64039
H 1.26378 2.01349 -1.17027
H -0.95157 0.37827 -2.21776
H -1.23609 2.18891 -1.58636
H -2.25626 0.87650 -1.13525
H -0.63656 0.97880 0.80887
H 2.34956 -3.45807 1.48545
H 0.75101 -4.55257 2.38723

The net atomic charges from natural (NBO), expressed in e, are: number 1, C, carries 0.725; number 2, C, carries -0.635; number 3, C, carries -0.637; number 4, C, carries 0.078; number 5, C, carries -0.188; number 6, O, carries -1.003; number 7, O, carries -0.595; number 8, O, carries -0.994; number 9, O, carries -0.989; number 10, O, carries -0.507; number 11, F, carries -0.329; number 12, P, carries 0.331; number 13, S, carries 2.349; number 14, H, carries 0.197; number 15, H, carries 0.236; number 16, H, carries 0.201; number 17, H, carries 0.229; number 18, H, carries 0.205; number 19, H, carries 0.225; number 20, H, carries 0.205; number 21, H, carries -0.102; number 22, H, carries -0.001



[3]
This record from the OMol25 dataset describes C5H9FeO3 as an isolated structure at a distorted geometry. The level of theory is ωB97M-V with the def2-TZVPD basis set.

molecular weight = 172.97 g mol⁻¹
highest occupied orbital energy (alpha / beta) = -12.7 / -11.4 eV
2S+1 = 5
HOMO-LUMO gap (alpha / beta) = 0.278 / 0.207 hartree
ΔE to the lowest compared entry with this formula, charge and spin = 141.1 kcal/mol
charge = +1
E_LUMO (alpha / beta) = -5.166 / -5.740 eV

Atoms and positions in Å:
H 0.83179 -1.02103 -1.49970
O -0.62817 -3.44499 -1.39632
O -0.80841 -2.00182 -3.01021
C 0.03157 -2.39507 -2.09682
O 1.26319 -2.67410 -2.42066
C -0.00795 -4.07089 -0.26313
C -0.90067 -5.17335 0.24888
H 0.96753 -4.45893 -0.58510
H 0.14973 -3.29659 0.49952
H -0.96432 -6.00057 -0.47095
H -0.47463 -5.57260 1.17835
H -1.91040 -4.79710 0.46293
Fe -2.17817 -3.25180 -2.55791
C 2.23470 -0.94863 -1.91170
C 3.40739 -0.90587 -1.28098
H 2.03982 -0.26051 -2.74069
H 3.93551 0.04364 -1.18040
H 4.04912 -1.78762 -1.22522

The net atomic charges from natural (NBO), expressed in e, are: number 1, H, carries 0.201; number 2, O, carries -0.621; number 3, O, carries -0.710; number 4, C, carries 0.857; number 5, O, carries -0.592; number 6, C, carries -0.073; number 7, C, carries -0.640; number 8, H, carries 0.214; number 9, H, carries 0.195; number 10, H, carries 0.225; number 11, H, carries 0.251; number 12, H, carries 0.216; number 13, Fe, carries 1.052; number 14, C, carries 0.009; number 15, C, carries -0.378; number 16, H, carries 0.250; number 17, H, carries 0.275; number 18, H, carries 0.269



[4]
This record from the OMol25 dataset describes an isolated ion of composition C5H9IN and charge +1 at a distorted geometry. The level of theory is ωB97M-V with the def2-TZVPD basis set.

molecular weight = 210.04 g mol⁻¹
highest occupied orbital energy (alpha / beta) = -12.4 / -12.9 eV
HOMO-LUMO gap (alpha / beta) = 0.277 / 0.329 hartree
ΔE to the lowest compared entry with this formula, charge and spin = 164.1 kcal/mol
charge = +1
E_LUMO (alpha / beta) = -4.844 / -3.992 eV

Atoms and positions in Å:
C -0.46146 -1.81101 1.36819
C 1.99081 -1.18214 -0.90705
C -1.00866 -0.68210 0.63211
C -0.53647 -0.59680 -0.82818
C 1.28677 0.89349 0.01892
N 0.95495 -0.13408 -0.93773
I 1.37619 -2.44500 0.66231
H -0.70571 -2.27753 2.32940
H -2.06741 -0.67261 0.44403
H -0.82017 0.28089 1.00675
H -0.73220 -1.44983 -1.39564
H -1.16497 0.14002 -1.44515
H 2.26968 1.37648 -0.17928
H 0.46824 1.53352 0.05045
H 1.44280 0.51807 1.15222
H 1.01163 0.22832 -1.81080

The net atomic charges from natural (NBO), expressed in e, are: number 1, C, carries -0.329; number 2, C, carries -0.241; number 3, C, carries -0.543; number 4, C, carries -0.224; number 5, C, carries -0.446; number 6, N, carries -0.472; number 7, I, carries 0.837; number 8, H, carries 0.255; number 9, H, carries 0.276; number 10, H, carries 0.242; number 11, H, carries 0.241; number 12, H, carries 0.247; number 13, H, carries 0.271; number 14, H, carries 0.218; number 15, H, carries 0.237; number 16, H, carries 0.431



[5]
This record from the OMol25 dataset describes C5H9IS as an isolated structure at a distorted geometry. The level of theory is ωB97M-V with the def2-TZVPD basis set.

molecular weight = 228.10 g mol⁻¹
highest occupied orbital energy (alpha / beta) = -7.9 / -7.9 eV
HOMO-LUMO gap (alpha / beta) = 0.283 / 0.283 hartree
ΔE to the lowest compared entry with this formula, charge and spin = 104.4 kcal/mol
charge = 0
E_LUMO (alpha / beta) = -0.160 / -0.158 eV

Atoms and positions in Å:
C 0.12300 1.40909 -1.12313
C 0.30026 1.27942 0.39716
C -0.61412 0.30038 -0.31806
C 1.57800 0.75188 1.09062
C -0.37198 -2.19999 -0.13449
S -1.96852 -2.64737 0.09420
I -2.72919 0.33609 0.01291
H -0.34074 2.29882 -1.48424
H 1.01764 1.05655 -1.88912
H -0.22807 2.04659 0.89778
H 1.28409 0.28216 2.05886
H 2.09253 1.65627 1.54709
H 2.06325 0.05955 0.46186
H 0.24347 -1.94353 0.72486
H -0.08186 -2.30991 -1.13605
H -2.36777 -2.37600 -1.20025

The net atomic charges from natural (NBO), expressed in e, are: number 1, C, carries -0.472; number 2, C, carries -0.316; number 3, C, carries -0.259; number 4, C, carries -0.614; number 5, C, carries -0.535; number 6, S, carries 0.186; number 7, I, carries 0.100; number 8, H, carries 0.222; number 9, H, carries 0.209; number 10, H, carries 0.212; number 11, H, carries 0.207; number 12, H, carries 0.223; number 13, H, carries 0.215; number 14, H, carries 0.251; number 15, H, carries 0.222; number 16, H, carries 0.148



[6]
This record from the OMol25 dataset describes C5H9MgO4Sc as an isolated structure at a distorted geometry. The level of theory is ωB97M-V with the def2-TZVPD basis set.

molecular weight = 202.38 g mol⁻¹
highest occupied orbital energy (alpha / beta) = -9.2 / -11.3 eV
2S+1 = 2
HOMO-LUMO gap (alpha / beta) = 0.141 / 0.216 hartree
ΔE to the lowest compared entry with this formula, charge and spin = 6.4 kcal/mol
charge = +1
E_LUMO (alpha / beta) = -5.400 / -5.401 eV

Atoms and positions in Å:
O 0.76278 -2.53435 -0.35839
C 0.48030 -1.72510 0.64238
C 0.40480 -0.36500 0.57256
O 0.73984 0.09747 -0.75381
C -0.33343 0.72330 -1.43549
C 0.03035 0.81080 -2.89520
O 0.37761 -0.50125 -3.33018
C 0.58822 -0.59841 -4.73214
Mg 1.57292 -1.53199 -1.86208
H 0.29965 -2.19416 1.62524
H -0.51898 1.73037 -1.02929
H -1.24722 0.12072 -1.31000
H 0.88681 1.48515 -3.05666
H -0.82802 1.18231 -3.47461
H 0.91953 -1.61946 -4.94873
H -0.35074 -0.39232 -5.26467
H 1.36070 0.11539 -5.05502
H -2.07393 0.66011 3.81453
Sc 0.09704 0.83210 2.40872
O -1.18199 1.03894 3.82904

The net atomic charges from natural (NBO), expressed in e, are: number 1, O, carries -0.967; number 2, C, carries 0.129; number 3, C, carries -0.513; number 4, O, carries -0.691; number 5, C, carries -0.093; number 6, C, carries -0.101; number 7, O, carries -0.650; number 8, C, carries -0.264; number 9, Mg, carries 1.797; number 10, H, carries 0.171; number 11, H, carries 0.210; number 12, H, carries 0.208; number 13, H, carries 0.191; number 14, H, carries 0.218; number 15, H, carries 0.201; number 16, H, carries 0.215; number 17, H, carries 0.195; number 18, H, carries 0.486; number 19, Sc, carries 1.436; number 20, O, carries -1.179



[7]
This record from the OMol25 dataset describes C5H9MgO4Tm as an isolated structure at a distorted geometry. The level of theory is ωB97M-V with the def2-TZVPD basis set.

molecular weight = 326.36 g mol⁻¹
highest occupied orbital energy (alpha / beta) = -15.3 / -15.2 eV
2S+1 = 3
HOMO-LUMO gap (alpha / beta) = 0.254 / 0.222 hartree
charge = +2
E_LUMO (alpha / beta) = -8.420 / -9.197 eV

Atoms and positions in Å:
O 2.25462 -0.66718 0.73792
C 1.98305 -1.94403 0.39989
C 0.86083 -2.39938 -0.18680
O -0.31434 -1.73343 -0.34408
C -0.42173 -0.47163 -1.06180
C -1.63841 0.22955 -0.51676
O -1.21479 0.98491 0.65019
C -2.16545 1.83940 1.24691
Mg 0.80405 0.74867 0.41992
H 2.84996 -2.61288 0.39000
H 0.82233 -3.44018 -0.51691
H -0.56945 -0.68660 -2.12801
H -2.43740 -0.45098 -0.17617
H -2.03680 0.94755 -1.25134
H -1.65388 2.41408 2.02696
H -2.58567 2.53729 0.50679
H -2.96761 1.22929 1.68816
Tm 4.00759 0.80276 0.54991
O 2.30693 1.42489 -0.67780
H 2.11616 1.24791 -1.75701

The net atomic charges from natural (NBO), expressed in e, are: number 1, O, carries -1.083; number 2, C, carries 0.093; number 3, C, carries 0.006; number 4, O, carries -0.428; number 5, C, carries -0.068; number 6, C, carries -0.167; number 7, O, carries -0.670; number 8, C, carries -0.262; number 9, Mg, carries 1.794; number 10, H, carries 0.197; number 11, H, carries 0.239; number 12, H, carries 0.237; number 13, H, carries 0.253; number 14, H, carries 0.225; number 15, H, carries 0.214; number 16, H, carries 0.208; number 17, H, carries 0.217; number 18, Tm, carries 1.868; number 19, O, carries -1.419; number 20, H, carries 0.545



> The lowest charge belongs to which entry?

C5H9FO5PS